No. 1
ORCA calculation (ωB97M-V with the def2-TZVPD basis set) on a cluster of 6 separate species, C43H45NO11P in total at a distorted geometry.

Computed properties:
Energy, eV: -78608.7326
E_HOMO, eV: -10.22
E_LUMO, eV: -3.724
Orbital gap, eV: 6.5

The geometry in ORCA input format:
```
! RIJCOSX wB97M-V def2-TZVPD def2/J DEFGRID3
* xyz 1 1
C -10.5179 0.3346 5.5579
C -5.1817 -0.0140 -2.6256
C 7.9722 -1.2650 0.8826
H 4.3577 1.4417 -1.8674
C 8.2024 -1.1435 -0.5784
C 1.7179 2.4210 -1.7331
H -1.7816 2.8950 -1.8490
H -0.2786 3.4934 0.1275
H 3.4710 -0.0588 -0.3018
H 6.7828 -6.6901 -1.4358
H -8.6639 1.3028 0.1697
H -2.5119 0.6842 -1.6410
H 7.3416 -0.8750 -1.1803
O -11.5685 0.1151 4.9952
C -8.0228 0.8590 6.8786
H 8.4521 -5.1007 -0.4873
H -11.2720 -0.1035 7.5667
C 3.6216 0.7704 -2.3141
H -7.6292 -1.5104 -0.9888
H 5.5878 -7.8440 2.6021
O 8.6389 4.6919 -4.2655
H -6.4519 -1.6302 -3.4002
H 7.6265 2.3084 -4.3884
H 4.4627 6.1990 -4.7216
H 7.2565 -6.2539 3.5495
H -7.2695 1.2981 4.8690
H 2.3595 -0.8304 -1.4717
C 5.1834 5.3950 -4.6428
H -2.5872 3.3806 -0.3694
H 5.0994 -3.0741 -0.6864
C -6.1749 -0.9614 -2.6028
H -13.0114 0.2134 2.4437
H 6.9045 6.6154 -4.4522
O 5.2448 -8.1575 0.0488
C -9.2268 0.4442 7.6412
H -0.9580 2.1834 1.0562
C -9.9638 -0.3031 0.9021
O 6.8691 -1.0726 1.3570
H 2.6006 2.1187 -3.6754
C 6.4873 5.6177 -4.4992
H 11.1820 -2.1292 1.8093
C -4.3160 1.6880 -0.9544
C -6.1415 0.0740 -0.6240
P 0.5861 1.4660 -0.6892
H -9.4326 0.8428 3.7224
H 1.1657 3.2190 -2.2320
O 3.4450 3.8204 -4.8290
C -6.8004 -0.9105 -1.3198
C 4.6401 4.0182 -4.7020
N -5.1593 0.6148 -1.4097
C -9.6083 1.1195 0.6662
C -0.7123 2.4919 0.0412
C 6.2263 -7.2319 1.9780
H -9.1068 0.3531 8.7131
C 7.8116 -5.7120 0.1369
H 0.0495 0.3859 -1.3939
H 2.4712 2.8926 -1.1016
H 1.3576 0.9707 0.3687
C -10.4198 2.1039 1.0441
O 8.7848 -4.7751 2.0630
H 9.5963 -1.2777 -2.1686
H 3.4864 -2.6413 -0.1296
H 5.1863 1.8973 -4.6603
C 2.3770 1.4988 -2.8080
C 7.9781 -5.5556 1.6036
O -12.4498 2.7206 2.0581
O -9.2198 -1.2012 0.5617
H -4.5276 0.2337 -3.4454
H -4.3797 2.5287 -1.6544
H -6.3820 0.3762 0.3831
C 4.4512 -2.2323 -0.4546
C -11.7156 1.8212 1.7158
C 6.9210 -6.5603 -0.3698
C 7.4537 4.4943 -4.3959
H 4.1087 0.3258 -3.1843
O -6.9681 1.0794 7.4326
C -11.2558 -0.5842 1.5689
H -2.6541 0.7272 0.1023
C 9.4040 -1.3588 -1.1061
C 7.1171 -6.3831 2.4837
O 11.6559 -1.9264 -0.7357
C -9.3135 0.7503 4.7949
C 10.3272 -1.8514 1.2068
H -4.6795 2.0649 -0.0004
C -8.1586 0.9936 5.4063
C -2.8423 1.3057 -0.8044
C 3.3590 -0.3780 -1.3491
H 1.6339 0.7501 -3.0962
H -11.4934 -1.6274 1.7322
C 6.9063 3.1136 -4.4609
H 8.9321 -1.7227 2.7934
H 4.8972 -1.6788 0.3779
H -10.1825 3.1479 0.8812
C 6.0569 -7.3878 0.5110
C -1.9793 2.5926 -0.8203
C 5.6022 2.8948 -4.6042
O 4.3213 -1.3827 -1.5797
C -12.0679 0.3991 1.9490
C 9.1253 -1.6339 1.7325
C -10.3830 0.2005 7.0293
C 10.5640 -1.7294 -0.2526
*
```


No. 2
ORCA calculation (ωB97M-V with the def2-TZVPD basis set) on a structure of composition C43H46AsClCsF6N4 at a distorted geometry.

Computed properties:
Energy, eV: -141514.0160
E_HOMO (alpha / beta), eV: -0.65 / -0.65
E_LUMO (alpha / beta), eV: 3.200 / 3.198
Orbital gap (alpha / beta), eV: 3.9 / 3.8

The geometry in ORCA input format:
```
! RIJCOSX wB97M-V def2-TZVPD def2/J DEFGRID3
* xyz -2 2
C 2.4390 3.2201 6.2404
H -1.8050 -5.5079 -3.3793
H -4.1687 3.5728 -2.5844
H -2.6444 2.4655 -4.4833
C 1.1688 3.6886 6.5259
F 3.9421 -3.6985 0.7484
C -0.7662 -2.4354 -3.0413
H 2.1702 -2.7533 -0.7033
F 5.5554 -3.6678 2.6307
C 3.2610 2.8858 -0.5961
C 5.3283 3.9818 -1.2237
C 5.3203 1.6329 -0.7644
C -3.3820 -0.3811 4.6154
H 0.6313 -6.2615 -3.4646
C 2.6033 1.9899 5.6337
H -4.1803 2.3949 -5.3601
H -3.1993 0.9462 -5.1733
C -3.5236 1.8566 -4.6765
H 5.8587 4.8860 -1.4944
C -5.3493 0.5048 -3.6215
H 3.3057 3.8260 6.4772
C -3.2576 0.2576 5.8369
C 0.2077 1.6648 5.5997
H 3.8005 -0.3529 -0.2373
H -1.1778 3.9866 -1.4024
H 1.8182 -4.4963 -2.3877
C 0.7493 -5.6841 -4.3781
H 1.0286 4.6588 6.9885
C -0.7551 3.4817 0.6451
H 3.5972 1.6247 5.4073
N -1.4817 -0.0093 -0.4361
C -0.9971 0.8790 5.2686
C -1.4722 -0.4573 -1.7014
C -4.9239 2.8550 -2.8945
H -2.3922 1.1595 0.9409
C -2.3938 0.8725 -0.1012
H -5.5961 2.6758 -2.0593
C 1.5072 2.7450 1.1379
C -2.0702 0.8854 6.1631
H 7.0733 2.7368 -1.2899
H 2.5645 -0.2560 4.3254
N 3.2882 0.5146 -0.1759
H 1.0539 -3.3194 -5.7223
F 3.1348 -3.7984 3.1196
H -1.7986 -5.7090 -5.1389
C -3.3267 1.4108 -0.9767
C 3.9668 4.0224 -0.9564
C 1.3300 -2.6813 -1.3789
C 1.1419 -3.6598 -2.3463
H -0.1151 -4.3595 -6.5518
C 0.0363 -3.7051 -5.6934
H -0.9246 3.2894 6.3942
F 2.7502 -1.7378 1.7488
C -0.4260 3.6552 -0.6886
C 0.0678 -3.5231 -3.2293
H 3.4431 4.9668 -1.0016
H -1.6371 -2.3045 -3.6691
H 0.3970 -4.2410 2.8529
H 1.1437 3.5960 -2.1448
C -4.2610 1.5563 -3.3638
N 0.5458 -1.6407 -1.2086
As 4.1270 -2.7007 2.2023
C -2.3673 0.0454 -2.6566
C -0.2913 -3.4029 2.8432
C -3.2982 1.0100 -2.3176
H 0.8592 -0.4520 4.3203
C -0.5295 -1.5223 -2.0046
H -1.7596 3.7027 0.9924
C 1.8389 2.9950 -0.1979
C 0.8746 3.4290 -1.1047
F 5.1882 -1.6304 1.2627
C -1.6309 -5.0023 -4.3264
H -1.9686 1.3690 7.1298
C 6.0065 2.7807 -1.1113
N 1.6828 -0.0542 4.7716
H -0.9640 -3.4036 3.6953
C 0.0717 2.9079 6.2018
H 2.2942 0.4624 -0.3272
H 5.8434 0.6931 -0.6576
C 0.2061 3.0207 1.5362
C 3.9475 1.6613 -0.5188
H -5.8987 0.2978 -2.7059
H -4.0894 0.2741 6.5344
Cl -1.2326 -3.4605 1.3772
H -6.0512 0.8566 -4.3777
H 0.5146 -6.3268 -5.2272
H -0.0628 2.9064 2.5813
C -2.2957 -0.4333 3.7517
H 1.7869 -5.3701 -4.4623
H -4.9070 -0.4279 -3.9626
H -2.4082 -0.9596 2.8090
Cs 0.8616 -0.3697 1.5829
F 4.3971 -1.6946 3.6218
C -0.1909 -4.4768 -4.3847
H -2.3084 -0.3179 -3.6702
C -1.0863 0.1767 4.0595
H -2.3563 -4.1983 -4.4169
H -4.0384 2.1306 -0.6074
H -5.5072 3.2945 -3.7038
C 1.5054 1.1959 5.2955
H -4.3239 -0.8482 4.3451
H -0.6444 -2.8613 -5.7739
*
```


No. 3
ORCA calculation (ωB97M-V with the def2-TZVPD basis set) on a cluster of 7 separate species, C43H46IN7O3PS2 in total at a distorted geometry.

Computed properties:
Energy, eV: -100964.5840
E_HOMO, eV: -10.74
E_LUMO, eV: -3.779
Orbital gap, eV: 7.0

The geometry in ORCA input format:
```
! RIJCOSX wB97M-V def2-TZVPD def2/J DEFGRID3
* xyz 1 1
C -2.2278 1.4610 1.4429
C 2.9418 -2.9799 -5.9762
S -2.2418 -2.8919 2.7182
C 1.7646 0.9256 -1.1036
H 5.5597 3.3684 3.4803
N -0.9269 4.3967 -4.5615
H -0.0920 3.6720 -7.7364
H -0.9505 1.4297 -7.0458
S -4.6398 -3.2461 4.5771
O 2.6877 -2.9455 2.3092
H 4.0216 1.7104 -0.1619
C -0.1711 -7.4610 3.7684
N 1.7863 -2.5422 -5.4790
H -0.1753 -5.0690 -6.5111
C -5.1413 6.8506 -2.9044
C -1.2069 0.9279 3.5810
H 0.2587 3.6235 2.1419
H -0.4853 -9.5682 4.0197
C 4.8223 1.8732 0.5422
I -0.5209 -0.9049 8.0098
H -5.1786 -3.0255 3.3695
H 3.6423 3.0382 1.9057
N -3.3181 5.8444 -1.0618
C 2.6184 2.3093 -2.6913
C 0.7325 -4.4975 -6.3759
H 0.8759 -7.5557 3.5048
H -1.7467 3.1115 -3.1874
P -0.0414 -2.3301 6.0817
H 0.2338 -3.5555 2.1675
H -0.1048 5.5144 -6.0718
H 2.0985 -2.3835 6.1112
H 3.1430 -2.5008 1.5810
H -6.3404 7.3073 -1.1719
H -0.5639 -1.1531 2.5771
C -1.0466 -1.4390 4.7073
H 1.4522 0.8165 -0.0680
H 0.5433 -3.6815 3.8618
C -1.4351 3.3437 -0.0112
H -2.1140 5.3875 -2.6596
C -4.4743 6.3739 -0.6672
C 1.6821 -0.1358 -1.9898
C -0.4675 3.5013 -6.7371
H 3.8046 -2.3476 -5.7962
H 2.0439 -0.7437 -4.0265
C -1.3500 2.5281 1.2537
C 2.5717 1.3131 -3.6565
C -3.0680 -2.6463 4.1742
C 0.4188 -2.9533 3.0604
H 6.2915 0.7656 -0.5726
H 2.9032 1.5178 -4.6655
H -1.9752 2.7407 -0.7416
C -1.3846 3.1972 -4.2072
C 1.6862 -2.1643 2.7780
H -1.7927 1.1509 -4.7092
C -3.0652 5.8169 -2.3691
H -3.8216 -6.9506 4.6807
H 0.3886 2.2434 4.1595
H -1.9104 0.3836 5.5119
H -0.2206 -2.9169 -5.2721
N -0.6573 -6.2214 3.7949
H -2.8879 -9.2703 4.6246
C 1.9424 -4.9388 -6.8879
H -0.1781 0.4102 5.3662
H -2.8549 -0.1437 2.7008
C -0.9321 -8.5847 4.0573
C -0.3529 2.0091 3.4053
H -2.9596 1.2265 0.6799
C -1.0881 0.1113 4.8461
H -0.4313 3.5183 -0.3996
O 1.4462 -1.8514 5.6326
C 6.9011 2.2318 2.2485
H 2.9889 3.2989 -2.9353
H -3.6785 6.2554 -4.3757
H 2.0028 -5.8696 -7.4363
H -5.8515 7.2436 -3.6206
C -3.9404 6.3035 -3.3277
C -1.9410 -6.0796 4.1164
H 1.3004 -1.0949 -1.6633
C 6.0881 1.3506 0.3185
H -4.6533 6.3839 0.4028
N 2.2267 2.1320 -1.4311
C -0.7515 -1.9685 3.2712
N -2.3968 -1.9498 5.0480
C -1.4123 2.1019 -5.0563
C 4.6155 2.6118 1.6958
H -2.8279 -1.7123 5.9355
H -2.2915 -5.0574 4.1289
H 4.0369 -4.4674 -7.0678
C 0.7084 -3.2973 -5.6834
C 5.6751 2.7970 2.5692
C -0.4231 2.7897 2.2608
C -2.7864 -7.1314 4.4246
H 7.7548 2.3575 2.9055
H -1.9680 4.2717 0.1833
O 1.7793 -0.9800 2.9422
C -0.4777 4.5310 -5.8080
C -0.9442 2.2594 -6.3508
C -2.1578 0.6811 2.5902
C 2.0954 0.0608 -3.3008
C -2.2656 -8.4163 4.3925
C -5.4159 6.8888 -1.5453
N 7.1172 1.5181 1.1464
C 3.0725 -4.1639 -6.6852
*
```